Record 1
114
Properties=species:S:1:pos:R:3:forces:R:3 method="wB97M-V/def2-TZVPD" e_lumo_ev=0.2 e_above_lowest_ev=1.0793 homo_lumo_gap_ev=7.177 charge=0
Sr -0.116 -1.611 0.990 2.45 0.74 -3.09
O -4.170 2.374 3.932 -0.07 0.05 0.13
C -3.415 1.446 3.305 0.23 -0.22 -0.26
C -3.630 1.095 1.970 0.00 -0.03 -0.07
C -2.796 0.152 1.394 -0.23 0.07 0.09
N -1.799 -0.393 2.071 -0.84 0.63 0.58
C -1.609 -0.099 3.346 -0.15 0.14 0.53
C -2.406 0.809 4.022 -0.04 0.09 -0.03
C -0.498 -0.916 4.011 -0.36 0.34 0.76
O -0.493 -0.975 5.236 -0.02 0.15 0.23
O 0.282 -1.489 3.207 0.33 0.27 1.07
C -2.972 -0.488 0.022 -0.69 0.10 -0.23
O -4.057 -0.388 -0.546 -0.21 0.17 0.04
O -1.974 -1.161 -0.378 -0.49 -0.02 -0.33
H -4.854 2.706 3.338 0.07 -0.05 0.01
H -4.447 1.531 1.410 -0.07 -0.07 -0.11
H -2.246 1.005 5.071 0.04 0.00 0.06
N -2.557 -4.056 3.614 -0.09 0.16 -0.36
C -2.586 -3.578 2.360 -0.20 -0.19 0.14
N -1.365 -3.492 1.900 -0.35 -0.61 0.00
C -0.592 -3.912 2.936 -0.93 -0.45 0.31
N -1.294 -4.276 3.987 0.61 -0.20 0.41
C 0.857 -3.911 2.884 0.87 -0.57 0.34
C 1.613 -4.355 3.975 -0.28 0.05 -0.20
N 2.931 -4.334 3.956 0.13 -0.07 0.11
C 3.508 -3.857 2.861 0.04 0.14 -0.14
C 2.764 -3.402 1.782 0.22 -0.12 0.03
N 1.439 -3.452 1.779 0.18 -0.60 0.48
H -3.305 -4.215 4.270 0.02 0.02 -0.12
H -3.475 -3.328 1.813 -0.20 0.07 0.02
H 1.135 -4.709 4.876 -0.12 -0.02 0.00
H 4.589 -3.830 2.860 0.05 0.05 -0.12
H 3.233 -2.985 0.901 0.10 -0.01 -0.07
N 2.369 -0.834 -1.142 -0.33 -0.20 0.26
C 3.407 0.092 -1.189 0.30 0.22 -0.07
C 3.162 1.405 -1.597 -0.11 -0.09 0.01
C 4.164 2.355 -1.546 0.07 -0.03 0.01
C 5.434 2.018 -1.105 0.08 0.12 0.03
C 5.692 0.713 -0.719 0.03 0.01 -0.03
C 4.696 -0.246 -0.772 -0.15 -0.10 -0.04
H 2.622 -1.805 -1.268 -0.10 0.01 -0.16
H 1.554 -0.570 -1.682 0.02 -0.06 -0.04
H 2.169 1.678 -1.926 -0.05 0.01 -0.02
H 3.946 3.370 -1.848 -0.01 0.06 -0.04
H 6.216 2.764 -1.071 0.04 0.04 0.04
H 6.677 0.440 -0.367 0.05 -0.04 -0.02
H 4.914 -1.266 -0.478 -0.02 -0.06 0.07
C -2.715 1.683 -6.408 0.12 0.22 0.09
C -1.708 2.481 -5.583 0.08 -0.18 -0.10
C -0.642 1.623 -4.898 -0.25 0.04 0.15
C -1.226 0.556 -3.960 0.39 0.02 -0.26
N -2.216 1.111 -3.068 -0.52 -0.04 0.24
C -1.949 1.669 -1.882 -0.08 0.49 -0.22
S -0.417 1.692 -1.207 0.72 -0.05 0.36
N -2.934 2.328 -1.244 -0.13 -0.20 0.20
C -4.324 2.425 -1.635 -0.08 0.13 -0.47
C -4.640 3.645 -2.510 -0.11 -0.04 0.32
C -4.613 4.977 -1.754 0.17 -0.09 -0.22
C -3.203 5.463 -1.431 -0.23 0.04 0.06
H -3.397 2.360 -6.922 -0.07 -0.05 -0.05
H -3.313 1.023 -5.780 -0.07 -0.11 -0.02
H -2.205 1.079 -7.157 -0.02 -0.10 -0.05
H -2.242 3.060 -4.825 0.05 0.08 -0.01
H -1.207 3.196 -6.239 -0.01 0.07 0.06
H 0.001 2.277 -4.308 0.10 -0.03 0.00
H -0.024 1.124 -5.647 0.06 -0.02 -0.02
H -0.425 0.126 -3.354 -0.15 -0.05 -0.08
H -1.691 -0.245 -4.538 -0.05 0.01 0.10
H -3.173 1.108 -3.382 0.05 0.00 0.03
H -2.666 2.663 -0.332 0.05 -0.07 -0.08
H -4.937 2.474 -0.734 0.07 -0.12 0.04
H -4.614 1.503 -2.146 -0.06 -0.01 0.17
H -5.642 3.491 -2.918 0.01 0.00 -0.10
H -3.937 3.693 -3.345 -0.03 -0.04 -0.10
H -5.197 4.881 -0.833 -0.06 0.03 -0.01
H -5.110 5.730 -2.371 -0.04 0.01 0.06
H -2.706 4.809 -0.720 0.12 0.04 0.03
H -3.235 6.464 -1.003 0.06 0.07 0.03
H -2.597 5.495 -2.336 0.09 0.01 -0.03
C 2.590 -6.809 -2.770 0.02 0.14 -0.09
C 2.299 -5.394 -3.278 0.11 -0.26 0.05
C 1.187 -4.743 -2.539 -0.49 -0.16 -0.27
N 1.298 -3.774 -1.710 1.01 -0.15 -0.24
N 0.139 -3.328 -1.196 -0.94 0.49 0.46
C -0.909 -3.961 -1.645 0.51 -0.77 -0.69
N -2.174 -3.712 -1.293 -0.47 0.15 0.19
S -0.487 -5.242 -2.781 0.28 0.50 0.42
H 3.391 -7.255 -3.357 0.03 -0.07 0.01
H 1.707 -7.440 -2.861 -0.02 -0.07 0.04
H 2.894 -6.783 -1.726 -0.01 -0.04 0.06
H 2.032 -5.445 -4.337 0.11 0.10 0.00
H 3.187 -4.769 -3.172 -0.07 0.05 -0.05
H -2.313 -2.757 -0.922 -0.13 0.00 -0.14
H -2.903 -4.103 -1.866 0.05 0.09 0.04
C 3.074 1.321 1.943 -0.03 0.02 -0.02
C 3.991 2.382 2.597 0.01 0.02 0.02
N 3.445 2.771 3.894 0.17 0.22 0.17
C 2.090 3.283 3.720 0.02 0.06 0.02
C 1.186 2.184 3.107 -0.01 -0.03 -0.07
N 1.977 0.983 2.848 -0.05 -0.08 -0.17
C 2.534 0.496 4.110 -0.05 -0.17 0.00
C 3.392 1.602 4.768 0.02 -0.01 -0.04
H 3.625 0.406 1.720 -0.02 0.01 -0.04
H 2.641 1.689 1.012 0.03 -0.02 -0.03
H 4.072 3.280 1.977 0.05 -0.06 -0.01
H 4.998 1.990 2.764 0.01 0.05 -0.07
H 2.142 4.165 3.077 -0.05 0.02 0.04
H 1.725 3.588 4.704 -0.03 0.09 -0.06
H 0.753 2.503 2.155 -0.11 0.04 0.03
H 0.378 1.914 3.790 -0.05 0.03 -0.05
H 3.140 -0.382 3.880 -0.03 -0.11 0.03
H 1.714 0.178 4.753 0.06 -0.04 0.02
H 4.415 1.259 4.944 -0.04 0.04 0.07
H 2.959 1.917 5.721 0.09 -0.03 0.03

Record 2
109
Properties=species:S:1:pos:R:3:forces:R:3 method="wB97M-V/def2-TZVPD" e_lumo_ev="-0.5 / -0.5" e_above_lowest_ev=3.8363 homo_lumo_gap_ev="3.699 / 3.853" charge=0
Ga 0.935 -1.118 1.117 0.85 -1.06 -0.71
C -1.663 -0.600 4.931 -0.37 -0.03 -1.04
O -2.060 -0.023 3.617 -0.55 -0.32 0.56
C -1.384 -0.442 2.600 2.07 -1.64 -0.61
O -0.160 -0.791 2.718 -1.85 0.68 -0.18
N -2.081 -0.631 1.432 0.21 1.60 0.09
N -1.182 -0.657 0.264 -1.38 0.31 1.35
H -2.344 -1.444 5.113 0.20 0.45 0.04
H -1.789 0.214 5.624 0.07 0.01 0.32
H -0.644 -0.946 4.816 0.11 0.11 0.41
H -2.890 0.067 1.411 1.33 -1.30 -0.46
H -1.313 0.239 -0.195 0.07 0.00 -0.20
H -1.464 -1.438 -0.330 -0.01 0.14 0.17
C 4.420 -0.259 -1.781 -0.97 -1.04 1.24
Sb 2.207 -0.662 -1.751 0.07 0.39 0.68
C 2.146 0.382 0.504 0.44 -0.73 0.79
C 3.203 -0.172 1.429 -0.44 2.33 -0.72
C 4.336 0.529 1.914 0.16 -0.66 0.67
C 4.898 0.157 3.147 -0.99 -0.40 -1.46
C 4.407 -1.039 3.756 -0.93 -0.74 -0.02
C 3.436 -1.804 3.110 1.40 0.60 0.15
N 2.837 -1.364 1.976 -1.05 -0.37 -0.03
Si 1.897 2.215 0.695 0.41 0.03 1.19
C 0.339 2.295 -1.677 -0.41 -1.06 0.26
C 3.345 3.299 0.195 -0.58 1.38 0.60
C 1.436 2.662 2.513 -0.09 -0.69 -0.71
C 1.483 -2.902 -1.736 1.02 -0.04 -0.93
C 0.520 -3.437 -0.704 -1.51 -2.01 -1.63
C -0.297 -4.573 -1.048 1.75 2.04 0.33
C -0.899 -5.317 -0.043 -0.74 -0.39 -0.49
C -0.932 -4.841 1.272 1.59 1.52 0.08
C -0.204 -3.705 1.562 -1.70 -1.23 0.42
N 0.454 -2.995 0.602 1.64 2.27 0.38
Si 0.635 -2.833 -3.520 1.29 -0.36 -0.01
C 0.786 -4.485 -4.552 -0.78 0.42 0.94
C -1.166 -2.387 -3.241 0.06 -0.87 -0.16
C 1.366 -1.470 -4.711 -0.43 -0.67 -1.25
Si 3.091 -4.017 -1.726 -1.35 -0.53 -0.20
C 4.080 -3.731 -3.326 0.37 0.28 0.60
C 4.106 -3.791 -0.184 -0.17 -0.24 0.68
C 2.636 -5.890 -1.675 0.42 0.56 0.99
H 4.547 0.806 -1.925 -0.24 0.20 -0.20
H 4.786 -0.836 -2.597 0.60 -0.22 -0.66
H 4.915 -0.550 -0.839 -0.24 0.01 -0.31
H 4.756 1.363 1.359 -0.26 -0.08 0.12
H 5.705 0.755 3.515 0.28 0.00 0.48
H 4.689 -1.399 4.743 0.47 0.18 -0.30
H 3.242 -2.843 3.394 -0.32 0.52 0.24
H 1.295 1.789 -1.889 -0.61 0.39 -0.27
H 0.132 3.088 -2.379 0.06 0.26 -0.22
H -0.471 1.532 -1.770 0.58 0.44 0.03
H 3.849 3.087 -0.711 0.53 -0.75 -1.04
H 4.117 3.378 0.982 -0.47 -0.08 -0.20
H 2.969 4.337 0.015 0.18 -0.65 0.44
H 0.364 2.837 2.649 0.04 -0.47 0.05
H 1.885 3.598 2.831 0.41 -0.02 0.09
H 1.780 1.799 3.125 -0.21 0.70 -0.16
H -0.367 -4.888 -2.093 0.23 -0.02 0.47
H -1.363 -6.247 -0.276 -0.43 -0.48 -0.23
H -1.457 -5.371 2.023 -0.32 -0.36 0.75
H -0.220 -3.253 2.549 0.09 -0.20 0.01
H 0.652 -5.377 -3.921 -0.08 0.29 -0.19
H 1.724 -4.628 -5.067 0.30 0.24 -0.18
H -0.030 -4.472 -5.288 0.20 -0.05 0.04
H -1.838 -3.250 -3.323 0.17 0.09 0.25
H -1.430 -1.740 -4.044 -0.40 0.79 -0.65
H -1.337 -1.891 -2.294 0.00 0.10 0.11
H 2.457 -1.282 -4.700 -0.60 0.01 0.36
H 0.801 -0.519 -4.646 0.53 -0.44 0.16
H 1.195 -1.840 -5.774 -0.04 0.19 1.04
H 4.957 -3.056 -3.187 -0.61 -0.47 -0.23
H 3.432 -3.361 -4.109 -0.06 0.41 -0.20
H 4.410 -4.703 -3.690 0.30 -0.05 0.11
H 4.081 -2.779 0.210 -0.01 0.22 0.01
H 5.134 -3.989 -0.490 0.20 -0.26 0.34
H 3.774 -4.468 0.660 0.47 0.61 -1.03
H 1.707 -6.178 -2.148 -0.19 -0.05 0.01
H 2.638 -6.200 -0.601 -0.39 0.22 -0.73
H 3.442 -6.469 -2.111 0.26 -0.10 -0.33
C -8.252 4.180 0.420 0.49 0.79 1.46
C -6.768 3.971 0.428 0.60 0.23 0.66
C -6.049 4.199 -0.718 1.58 -0.71 0.90
C -4.665 3.945 -0.758 0.04 0.33 0.56
C -4.040 4.147 -2.109 -0.62 1.05 -0.41
C -3.970 3.578 0.435 -1.50 0.57 -0.35
C -4.660 3.580 1.688 -0.64 -0.56 -0.85
C -4.010 3.488 3.034 -0.15 0.31 0.98
C -6.050 3.678 1.613 0.20 0.37 -1.20
C -2.639 3.012 0.397 1.58 -1.12 -0.35
O -1.700 3.689 -0.412 -0.83 -0.17 0.53
O -2.294 1.966 0.929 -0.33 1.47 -0.33
H -8.597 4.614 -0.498 -0.13 0.09 -0.50
H -8.480 4.896 1.246 -0.16 -0.58 -0.56
H -8.757 3.252 0.610 -0.46 -0.44 0.11
H -6.521 4.535 -1.600 -0.51 0.20 -0.83
H -4.852 4.257 -2.859 0.60 -0.19 0.40
H -3.397 3.367 -2.414 0.65 -1.05 -0.32
H -3.433 5.060 -2.178 -0.16 -0.11 0.29
H -3.437 2.575 3.229 -0.24 -0.07 -0.26
H -4.797 3.582 3.823 0.60 -0.16 -0.60
H -3.247 4.300 3.213 -1.45 -0.87 -0.32
H -6.608 3.538 2.499 -0.50 0.06 0.98
N 0.447 2.818 -0.312 -0.21 1.42 0.28
C -0.416 3.750 0.094 0.54 -0.19 0.70
C -0.190 4.825 1.025 0.14 -1.50 -1.74
C -1.036 4.991 2.108 -2.72 0.02 3.46
N -1.699 4.989 3.093 2.87 0.76 -2.92
C 0.885 5.699 0.873 3.06 1.74 0.16
N 1.787 6.450 0.800 -2.01 -1.54 -0.01

no.,energy (Eh)
1,-3450.50688
2,-5198.63589